11
Properties=species:S:1:pos:R:3 method="wB97M-V/def2-TZVPD" homo_lumo_gap_ev=8.86 homo_ev=-8.872 energy_ha=-1150.25168
C 1.072 -0.954 1.580
C 0.131 0.295 1.530
C -0.647 1.237 -0.546
C -0.028 0.595 -1.550
O 1.362 0.434 1.924
Cl 1.868 -1.389 0.024
Cl 1.385 1.105 -2.297
H 1.261 -1.590 2.345
H -1.618 0.774 -0.301
H -0.355 2.174 -0.400
H -0.295 -0.431 -1.842

=====

10
Properties=species:S:1:pos:R:3 method="wB97M-V/def2-TZVPD" smiles="C=C/C(F)=C/Cl" homo_lumo_gap_ev=9.43 homo_ev=-9.058 energy_ha=-714.80026
C 1.425 0.215 -0.743
C 0.197 0.717 -0.701
C -0.838 0.232 0.250
F -2.049 0.746 -0.042
C -0.670 -0.837 1.028
Cl -1.870 -1.497 2.107
H 1.852 -0.352 0.134
H 2.006 0.542 -1.665
H -0.396 1.329 -1.408
H 0.342 -1.095 1.040

=====

12
Properties=species:S:1:pos:R:3 method="wB97M-V/def2-TZVPD" homo_lumo_gap_ev="8.82 / 9.07" homo_ev="-8.882 / -9.092" energy_ha=-914.42959
C 1.856 1.047 0.491
C 1.357 -0.109 0.678
C -0.491 -0.474 -0.995
C -1.606 -0.513 -0.023
F -0.408 0.732 -1.573
F -1.777 0.719 0.488
F -2.700 -0.804 -0.695
Cl -1.418 -1.648 1.328
H 2.593 1.568 0.959
H 1.484 1.843 -0.151
H 1.487 -1.007 1.184
H -0.379 -1.353 -1.691

=====

13
Properties=species:S:1:pos:R:3 method="wB97M-V/def2-TZVPD" homo_lumo_gap_ev=8.84 homo_ev=-8.699 energy_ha=-899.43917
C 5.055 0.002 -0.188
C 4.053 -0.793 0.300
C 1.249 -0.495 0.053
C -0.723 0.561 -0.402
N 3.221 -1.679 0.525
N 1.917 -1.585 0.452
O -0.118 -0.597 0.176
F 5.395 -0.075 -1.475
Cl 5.920 1.121 0.769
H -1.552 0.946 0.204
H -1.171 0.237 -1.454
H 0.094 1.350 -0.484
H 1.496 -2.522 0.627

=====

12
Properties=species:S:1:pos:R:3 method="wB97M-V/def2-TZVPD" homo_lumo_gap_ev=8.19 homo_ev=-8.745 energy_ha=-1511.15535
C -0.240 -1.164 1.302
C 0.367 0.287 1.480
C -0.209 0.648 -0.945
C -0.055 0.679 -2.306
H 0.366 -1.856 0.656
H -0.135 -1.605 2.241
H -0.996 0.177 -0.389
H -0.681 0.118 -3.012
F -1.475 -0.925 0.813
S 1.166 0.500 2.826
S 0.584 1.573 0.345
Cl 1.309 1.567 -3.011

=====

13
Properties=species:S:1:pos:R:3 method="wB97M-V/def2-TZVPD" homo_lumo_gap_ev="6.24 / 8.51" homo_ev="-7.655 / -8.867" energy_ha=-854.31801
C 0.326 -1.158 0.621
C 0.466 0.103 0.614
C -2.617 -0.301 0.277
C -0.073 1.421 0.574
N -2.144 -1.423 0.327
N -0.986 -1.955 0.471
N 0.017 2.021 -0.663
O -0.527 2.011 1.542
Cl -3.980 0.416 -0.240
H 1.083 -1.917 0.710
H -0.992 -2.749 1.102
H 0.589 1.607 -1.377
H -0.150 3.013 -0.710

=====

16
Properties=species:S:1:pos:R:3 method="wB97M-V/def2-TZVPD" smiles="O=c1nc(Cl)cc(O)[nH]1.O=NO" homo_lumo_gap_ev=8.99 homo_ev=-9.293 energy_ha=-1080.13417
O -2.106 -3.412 -0.118
C -1.667 -2.323 -0.136
N -2.373 -1.216 -0.756
C -1.824 -0.049 -0.484
Cl -2.766 1.316 -1.069
C -0.661 0.263 0.125
C 0.046 -0.799 0.668
O 1.273 -0.724 1.209
N -0.397 -2.062 0.437
H -0.297 1.212 0.078
H 1.497 0.153 1.384
H 0.271 -2.726 0.702
O 1.443 1.017 -1.654
N 1.071 -0.128 -1.505
O 0.636 -0.548 -2.701
H 0.475 -1.632 -2.589

=====

12
Properties=species:S:1:pos:R:3 method="wB97M-V/def2-TZVPD" smiles="O=CN(C=O)/C=C/Cl" homo_lumo_gap_ev=9.56 homo_ev=-9.316 energy_ha=-820.22450
O -2.690 -0.862 -0.241
C -1.511 -1.095 0.036
N -0.507 -0.121 -0.058
C -0.933 1.237 -0.173
O -0.123 2.133 -0.028
C 0.852 -0.493 0.094
C 1.896 0.351 0.112
Cl 3.460 -0.350 -0.189
H -1.165 -2.065 0.384
H -2.008 1.408 -0.326
H 0.980 -1.569 0.094
H 1.748 1.426 0.296

=====

10
Properties=species:S:1:pos:R:3 method="wB97M-V/def2-TZVPD" smiles="ClC1=[PH]=CC=C1" homo_lumo_gap_ev=9.16 homo_ev=-8.654 energy_ha=-956.29995
Cl -0.625 -2.839 0.571
C -0.397 -1.236 0.231
P -1.423 0.205 0.794
C -0.250 1.313 0.019
C 0.697 0.692 -0.658
C 0.604 -0.739 -0.579
H -0.905 0.504 1.962
H -0.354 2.423 0.177
H 1.462 1.163 -1.396
H 1.190 -1.487 -1.121

=====

15
Properties=species:S:1:pos:R:3 method="wB97M-V/def2-TZVPD" homo_lumo_gap_ev="7.27 / 4.40" homo_ev="-11.167 / -9.804" total_charge=+1 energy_ha=-1423.19700 multiplicity=7
O 0.778 0.934 -0.050
C 0.784 1.350 1.169
C 0.379 -0.830 0.109
O -0.003 2.213 1.575
O 1.339 0.383 1.927
C 1.512 -0.816 1.178
H -0.648 -0.946 0.468
H 0.326 -1.926 0.068
H 2.484 -0.885 0.687
H 1.385 -1.660 1.855
O -1.187 -1.191 -2.463
C -1.103 -0.342 -1.660
O -1.964 0.669 -1.405
Li -1.634 2.364 0.544
Dy -2.449 0.684 -4.002

=====

10
Properties=species:S:1:pos:R:3 method="wB97M-V/def2-TZVPD" homo_lumo_gap_ev="9.34 / 8.99" homo_ev="-9.601 / -9.334" energy_ha=-354.29482
C -2.057 0.073 0.860
C 2.002 0.588 -0.806
C -1.399 -0.505 -0.066
C 1.451 -0.344 -0.123
F -1.626 -1.556 -0.912
F 1.898 -1.029 0.902
H -3.116 -0.094 1.214
H -1.562 0.899 1.305
H 2.989 0.656 -1.065
H 1.419 1.312 -1.310

=====

12
Properties=species:S:1:pos:R:3 method="wB97M-V/def2-TZVPD" smiles=Fc1cccnn1.F homo_lumo_gap_ev=9.95 homo_ev=-9.977 energy_ha=-464.01291
F -2.641 -2.396 0.118
C -1.556 -1.620 -0.083
C -1.851 -0.281 -0.130
C -0.758 0.573 0.075
C 0.510 -0.057 0.047
N 0.671 -1.392 -0.019
N -0.344 -2.177 -0.048
H -2.828 -0.042 -0.114
H -0.993 1.679 0.187
H 1.502 0.347 0.047
F 3.541 -1.523 0.004
H 2.920 -2.056 -0.382

=====

11
Properties=species:S:1:pos:R:3 method="wB97M-V/def2-TZVPD" smiles=Cc1oncc1F homo_lumo_gap_ev=9.70 homo_ev=-8.837 energy_ha=-384.57121
C 0.579 -0.477 -0.709
C -0.317 0.338 0.087
O -0.997 1.379 -0.375
N -1.712 2.024 0.644
C -1.520 1.389 1.751
C -0.557 0.339 1.659
F -0.262 -0.600 2.559
H 0.066 -1.202 -1.441
H 1.202 0.189 -1.204
H 1.095 -0.995 0.074
H -2.090 1.861 2.573

=====

11
Properties=species:S:1:pos:R:3 method="wB97M-V/def2-TZVPD" homo_lumo_gap_ev=11.12 homo_ev=-10.377 energy_ha=-384.45337
C -1.759 0.954 -2.483
C -1.369 0.564 -1.452
C -0.858 0.286 0.383
C 1.355 -0.636 1.368
N 0.303 -0.411 0.407
O -1.436 0.721 1.328
F 0.791 -0.763 -0.787
H -2.104 1.324 -3.494
H 2.301 0.056 1.157
H 0.971 -0.583 2.439
H 1.806 -1.513 1.133

=====

12
Properties=species:S:1:pos:R:3 method="wB97M-V/def2-TZVPD" smiles=OCc1ocnc1F homo_lumo_gap_ev=9.94 homo_ev=-9.213 energy_ha=-459.87153
O -2.165 0.150 -0.741
C -1.439 0.593 0.422
C 0.043 0.192 0.310
O 0.229 -1.106 0.212
C 1.533 -1.312 -0.145
N 2.211 -0.173 -0.315
C 1.274 0.763 -0.007
F 1.529 1.995 -0.213
H -1.739 -0.783 -0.991
H -1.474 1.713 0.382
H -1.794 0.299 1.386
H 1.791 -2.331 -0.301

=====

11
Properties=species:S:1:pos:R:3 method="wB97M-V/def2-TZVPD" homo_lumo_gap_ev="7.11 / 7.85" homo_ev="-12.630 / -13.854" total_charge=+1 energy_ha=-1568.56565 multiplicity=6
O 2.156 -2.792 -1.391
C 1.541 -2.599 -2.416
C 0.375 -1.674 -2.429
H 1.770 -3.142 -3.354
H 0.579 -0.611 -2.267
C -0.920 -2.094 -2.745
C -2.060 -1.220 -2.629
O -2.304 -0.461 -1.701
Fe -3.499 0.941 -1.195
H -1.099 -3.141 -2.997
H -2.344 -0.985 -3.705

=====

12
Properties=species:S:1:pos:R:3 method="wB97M-V/def2-TZVPD" homo_lumo_gap_ev="4.54 / 6.82" homo_ev="-11.524 / -14.324" total_charge=+1 energy_ha=-1643.75188 multiplicity=6
O 2.025 -0.005 -0.765
C 1.395 0.447 0.243
O 0.262 -0.409 0.427
O 1.574 1.402 0.948
Fe 0.930 -1.586 -0.993
C -1.435 0.546 0.927
C -2.255 0.675 -0.105
C -0.653 -0.335 1.751
H -1.863 0.626 -1.128
H -3.293 0.987 0.028
H -0.023 0.156 2.500
H -1.144 -1.278 2.008

=====

15
Properties=species:S:1:pos:R:3 method="wB97M-V/def2-TZVPD" homo_lumo_gap_ev=7.86 homo_ev=-19.015 total_charge=+2 energy_ha=-2462.71093
O -2.178 0.592 -0.524
C -1.581 -0.284 0.129
O -2.108 -1.447 0.292
O -0.393 0.007 0.623
C 0.203 -0.733 1.735
C 0.706 -2.130 1.434
H -0.559 -0.783 2.528
H 0.985 -0.036 2.070
H 1.697 -2.307 0.993
H 0.939 -2.539 2.436
O 1.963 -4.209 -1.511
O -0.181 -4.167 -0.754
C 0.828 -4.405 -1.321
Li -3.654 -0.751 -0.815
Ga -0.952 -2.980 0.496

=====

11
Properties=species:S:1:pos:R:3 method="wB97M-V/def2-TZVPD" homo_lumo_gap_ev="6.94 / 9.24" homo_ev="-25.454 / -26.368" total_charge=+3 energy_ha=-2228.56118
H -0.550 -0.227 -2.084
O -1.360 -1.430 2.296
C -0.556 -0.818 1.729
C 0.387 -0.145 1.094
C -0.113 0.271 -1.202
C 0.838 -0.481 -0.358
H 0.931 0.600 1.678
H 1.865 -0.136 -0.529
H 0.721 -1.551 -0.581
O -0.594 1.341 -0.800
Ga -1.570 2.574 -1.243

=====

15
Properties=species:S:1:pos:R:3 method="wB97M-V/def2-TZVPD" homo_lumo_gap_ev="6.54 / 7.20" homo_ev="-7.480 / -8.347" energy_ha=-691.89216 multiplicity=2
O 0.356 -3.244 0.352
C 1.009 -2.129 0.200
C 0.129 -3.584 1.753
O 0.147 0.640 0.173
O 1.503 -1.768 1.377
C 0.830 -2.447 2.481
H 0.565 -4.571 1.938
H -0.952 -3.610 1.918
H 1.613 -2.755 3.180
H 0.138 -1.757 2.976
O -1.312 2.505 0.442
C -0.301 1.816 0.807
O 0.186 2.082 2.002
Hg 1.952 0.806 1.554
Li -1.467 3.456 2.420

=====

Per-record energy relative to the best compared isomer or geometry (same formula, charge and spin), kcal per mole: 103.1, 17.3, 100.2, 17.7, 27.9, 138.0, 17.3, 14.9, 0.0, 59.0, 129.1, 29.5, 65.5, 139.4, 17.0, 15.8, 0.0, 4.9, 0.0, 62.2
Per-record max |F|, eV/A: 5.64, 2.33, 3.60, 4.09, 3.84, 2.78, 5.14, 2.68, 3.71, 5.44, 4.25, 4.26, 6.94, 8.09, 3.59, 3.99, 3.72, 6.18, 7.76, 5.01